C2H11N4 | ωB97M-V with the def2-TZVPD basis set

The geometry in XYZ format:
```
17
Properties=species:S:1:pos:R:3:forces:R:3:nbo_charge:R:1
H 1.580760 -1.828306 -1.526028 -0.999 -0.791 -0.444 0.358
H 0.383949 0.180988 0.684615 -0.045 -0.098 -0.098 0.449
H 0.808385 2.890360 1.929232 0.145 0.521 -0.222 0.227
N 0.887179 1.035255 1.069309 -0.516 1.138 0.089 -0.729
H -0.263795 -0.368701 -1.598748 0.116 -0.135 -0.552 0.167
H 0.615304 -3.170554 -1.365984 -0.060 -0.748 0.218 0.364
H -1.423285 -1.339162 0.522545 0.590 0.099 0.079 0.385
N 0.660374 -2.261913 -1.772176 0.572 2.421 0.537 -0.807
C -0.400117 -1.392509 -1.253687 0.610 -0.684 -0.003 -0.055
H 1.827236 0.942823 1.410244 0.066 -0.271 0.378 0.423
H -1.359322 -1.762120 -1.601091 -0.088 -0.034 -0.165 0.190
H -1.354866 2.016167 0.019049 0.435 0.095 0.129 0.429
H 0.026780 -2.096076 0.681280 -0.549 0.911 -0.620 0.388
N -0.436847 -1.270200 0.233517 -0.152 -0.985 0.832 -0.893
C 0.338186 2.221579 1.228842 -0.872 -1.044 -1.149 0.396
H -1.114128 3.582542 0.742897 0.251 -0.989 -0.015 0.439
N -0.775790 2.619827 0.596184 0.495 0.593 1.006 -0.731
```
Forces are in eV/Å.

Properties
E_LUMO in eV: -3.45
Net charge: +1
ΔE to the lowest compared entry with this formula, charge and spin in kcal/mol: 22.7
Kohn-Sham gap in Ha: 0.35620


C3H2FOTl | ωB97M-V with the def2-TZVPD basis set

The geometry in XYZ format:
```
8
Properties=species:S:1:pos:R:3:forces:R:3:lowdin_charge:R:1
C -1.465695 -0.236050 0.348522 -5.708 -0.076 -1.084 0.109
Tl 2.723320 -0.278367 0.032183 3.871 -0.520 0.247 1.568
C -0.355423 -0.959825 -0.059424 4.752 -0.939 -0.016 0.060
F -2.612536 -0.296534 -0.349300 3.495 0.415 1.861 0.240
H -1.645164 0.078759 1.381271 0.316 0.665 -0.055 0.212
H -0.164621 -1.996998 0.217512 -0.531 -0.326 -1.132 0.164
O 0.126775 1.160262 0.200294 2.790 -2.090 -1.853 0.096
C 0.681854 0.050691 -0.156461 -8.985 2.870 2.032 -0.450
```
Forces are in eV/Å.

Properties
E_LUMO (alpha / beta) in eV: -13.56 / -13.67
Net charge: +2
ΔE to the lowest compared entry with this formula, charge and spin in kcal/mol: 60.7
Kohn-Sham gap (alpha / beta) in Ha: 0.25592 / 0.22560


C2H7N5 | ωB97M-V with the def2-TZVPD basis set

The geometry in XYZ format:
```
14
Properties=species:S:1:pos:R:3:forces:R:3:nbo_charge:R:1
H 0.230444 1.831326 0.277746 1.081 -2.323 -1.227 0.315
H -0.844922 0.051994 1.428424 -0.653 -1.379 -1.849 0.185
C -0.864420 -0.599382 0.433660 0.836 5.183 0.203 -0.217
N 1.356202 -1.090071 -0.144577 0.713 -0.062 0.192 -0.115
H -1.537711 0.421039 -1.323805 -0.704 -0.811 0.461 0.226
N 0.377470 -0.113407 -0.268924 -1.115 -3.392 0.784 -0.075
N 0.795664 1.081295 -0.379973 -0.865 4.713 0.531 -0.332
H -2.841222 0.193686 -0.054571 1.221 -1.422 -1.426 0.210
C -1.949517 -0.336632 -0.608997 -0.671 5.312 3.103 -0.612
H 3.245640 1.215675 0.691727 0.114 -0.571 0.903 0.369
H -0.809574 -1.602901 0.618779 0.696 -2.403 0.770 0.222
N 2.574648 0.715060 0.125916 -0.633 -0.678 -0.935 -0.391
H -2.156279 -1.209075 -1.061709 -1.262 -2.809 -1.751 0.211
N 2.423572 -0.558606 0.266300 1.243 0.643 0.238 0.004
```
Forces are in eV/Å.

Properties
E_LUMO (alpha / beta) in eV: 0.93 / 0.93
ΔE to the lowest compared entry with this formula, charge and spin in kcal/mol: 150.3
Kohn-Sham gap (alpha / beta) in Ha: 0.31886 / 0.31889